Molecular formula: C11H22Cl3HfNO6Si
Method: DFT, wB97M-V/def2-TZVPD

Output
electronic energy: -2656.3324 Eh
total charge: +2
HOMO-LUMO gap: 8.973 eV
maximum force: 0.0431 Eh/bohr

Last column: Mulliken charge in e.
Element x y z (Å)
Hf  0.64  -0.42  -0.58  2.257
C  -0.80  -0.46  2.36  -0.543
C  -1.51  0.79  1.90  -0.798
O  -1.03  1.06  0.59  0.368
C  -1.22  2.41  0.15  -0.897
C  -0.44  2.60  -1.14  -0.594
O  -0.30  1.33  -1.83  -0.421
C  -1.41  0.94  -2.67  -0.809
C  -2.36  0.06  -1.91  -0.492
O  -1.60  -0.89  -1.14  -0.119
C  -2.45  -1.60  -0.21  -0.487
C  -1.59  -2.24  0.85  -0.918
O  -0.53  -1.34  1.25  -0.264
H  -1.38  -1.00  3.11  0.560
H  0.17  -0.21  2.78  0.130
H  -1.27  1.61  2.58  0.517
H  -2.60  0.68  1.88  0.311
H  -0.85  3.11  0.90  0.479
H  -2.29  2.59  0.02  0.425
H  0.56  2.94  -0.95  0.282
H  -0.93  3.30  -1.80  0.542
H  -0.99  0.42  -3.53  0.103
H  -1.92  1.83  -3.03  0.559
H  -3.01  -0.47  -2.61  0.543
H  -2.98  0.64  -1.22  0.267
H  -3.02  -2.36  -0.74  0.544
H  -3.14  -0.87  0.21  0.320
H  -1.10  -3.14  0.48  0.287
H  -2.19  -2.50  1.72  0.527
N  2.41  -1.20  1.54  -0.466
C  3.31  -0.17  2.11  -0.667
C  3.82  0.78  0.99  -0.639
C  2.69  0.75  0.05  0.717
O  1.54  1.23  0.38  -0.551
O  2.67  -0.03  -0.97  -0.617
H  2.01  -1.75  2.30  0.173
H  2.95  -1.86  0.99  0.365
H  4.17  -0.61  2.62  0.435
H  2.75  0.41  2.84  0.332
H  4.72  0.41  0.50  0.392
H  3.98  1.78  1.38  0.309
Cl  1.13  -2.74  -0.84  -0.445
Si  1.04  -1.42  -3.20  0.360
Cl  2.80  -2.00  -3.97  -0.174
Cl  -0.45  -2.39  -4.17  -0.201

***

Molecular formula: C22H31Cl8FI2KLiMgNO14P2S
Method: DFT, wB97M-V/def2-TZVPD

Output
electronic energy: -8229.9890 Eh
total charge: -3
HOMO-LUMO gap: 1.133 eV
maximum force: 0.1265 Eh/bohr

Last column: Mulliken charge in e.
Element x y z (Å)
N  2.34  -0.45  -1.75  -0.397
C  1.03  0.20  -1.92  -0.895
C  0.20  -0.53  -3.03  -0.444
C  -1.10  0.26  -3.40  -0.570
C  -1.77  -0.08  -4.75  -1.136
C  -2.89  -1.13  -4.54  -0.149
C  -3.77  -0.64  -3.41  0.224
C  -4.17  -1.35  -2.33  -0.154
C  -3.91  -2.79  -1.98  1.450
C  -3.01  -3.00  -0.74  -0.221
C  -3.70  -3.11  0.61  -0.002
I  -5.11  -4.70  0.72  0.014
C  -4.96  -0.65  -1.28  0.409
O  -5.62  -1.23  -0.44  -0.431
C  -4.84  0.83  -1.21  -0.377
C  -5.14  1.40  0.16  -1.444
C  -4.01  1.01  1.08  0.069
O  -2.87  1.30  0.86  -0.510
I  -4.57  -0.07  2.86  -0.019
C  -4.47  1.58  -2.26  0.819
P  -4.23  3.41  -2.06  0.535
O  -5.69  3.98  -1.56  -0.586
Cl  -3.91  4.33  -3.85  -0.119
C  -4.20  0.82  -3.54  0.491
O  -4.31  1.34  -4.62  -0.524
H  3.09  0.19  -1.99  0.198
H  2.41  -1.24  -2.37  0.219
H  1.17  1.28  -2.15  0.389
H  0.53  0.09  -0.93  0.186
H  0.76  -0.62  -3.96  0.540
H  -0.14  -1.48  -2.62  0.370
H  -1.80  0.20  -2.54  -0.279
H  -0.76  1.33  -3.49  0.780
H  -1.02  -0.53  -5.40  0.660
H  -2.15  0.82  -5.22  0.531
H  -3.47  -1.19  -5.47  0.074
H  -2.42  -2.09  -4.31  -0.074
H  -3.42  -3.41  -2.75  -2.187
H  -4.90  -3.24  -1.83  0.800
H  -2.41  -3.90  -0.87  0.432
H  -2.29  -2.17  -0.65  -0.030
H  -4.18  -2.19  0.91  -0.351
H  -2.94  -3.34  1.35  0.218
H  -5.18  2.49  0.16  0.363
H  -6.10  1.03  0.51  0.546
H  -6.38  3.67  -2.16  0.389
C  5.58  -2.43  -0.68  -0.349
Cl  5.69  -0.65  -0.38  -0.052
Cl  4.64  -2.85  -2.12  -0.167
H  6.59  -2.80  -0.82  0.325
H  5.11  -2.89  0.18  0.269
K  -1.22  1.51  -1.48  1.023
Cl  -3.74  5.36  -6.36  -0.854
Mg  6.51  1.37  1.19  0.102
F  -7.76  -1.91  -1.12  -0.888
O  6.84  3.22  5.69  -0.599
S  5.77  2.65  6.42  1.177
O  4.65  2.06  5.75  -0.602
O  5.22  3.74  7.46  -0.280
C  4.86  5.02  6.92  -0.342
C  3.52  5.00  6.20  -0.985
C  6.40  1.51  7.61  -0.934
H  5.65  5.38  6.26  0.326
H  4.82  5.69  7.78  0.267
H  3.57  4.40  5.30  0.306
H  3.23  6.01  5.93  0.380
H  2.75  4.57  6.84  0.262
H  7.22  1.98  8.14  0.305
H  6.75  0.64  7.05  0.379
H  5.59  1.23  8.28  0.320
C  -3.31  -2.42  -7.92  0.646
O  -3.22  -3.50  -7.22  -0.677
O  -3.77  -1.35  -7.38  -0.743
O  -2.91  -2.42  -9.12  -0.741
Li  -2.76  -4.64  -4.09  0.467
O  11.10  2.14  1.33  -0.497
P  10.73  1.13  2.42  0.727
O  10.60  -0.25  1.77  -0.501
O  9.41  1.54  3.08  -0.300
O  11.81  1.10  3.50  -0.539
C  -1.93  -5.12  4.35  0.335
Cl  -1.59  -6.13  2.95  -0.083
Cl  -1.56  -3.43  3.96  -0.082
Cl  -3.62  -5.26  4.80  -0.082
Cl  -0.91  -5.64  5.71  -0.127

***

Molecular formula: C5H11N3O
Method: DFT, wB97M-V/def2-TZVPD

Output
electronic energy: -436.5774 Eh
HOMO-LUMO gap: 8.813 eV
maximum force: 0.0935 Eh/bohr

Last column: Mulliken charge in e.
Element x y z (Å)
C  -0.66  2.22  1.15  -1.378
C  -1.13  1.14  0.20  0.428
N  -1.91  0.19  0.84  -0.748
C  0.24  0.39  -0.71  0.159
N  1.48  0.57  -0.20  -0.353
O  0.06  0.37  -1.91  -0.646
H  -0.03  2.94  0.63  0.361
H  -1.51  2.76  1.57  0.375
H  -0.11  1.77  1.98  0.302
H  -1.66  1.58  -0.64  0.309
H  -1.36  -0.33  1.56  0.345
H  -2.23  -0.54  0.21  0.328
H  2.28  0.60  -0.82  0.250
H  1.63  0.49  0.79  0.224
C  1.14  -2.45  -1.13  -1.060
C  0.15  -1.94  -0.18  0.757
N  -0.53  -2.04  0.76  -0.590
H  2.15  -2.31  -0.74  0.268
H  0.96  -3.52  -1.28  0.359
H  1.05  -1.91  -2.07  0.310

***

Molecular formula: C3AsBiOS8
Method: DFT, wB97M-V/def2-TZVPD

Output
electronic energy: -5825.6534 Eh
total charge: -2
HOMO-LUMO gap: 6.279 eV
maximum force: 0.0187 Eh/bohr

Last column: Mulliken charge in e.
Element x y z (Å)
Bi  -0.92  -0.92  -0.73  0.891
O  4.05  4.05  -0.38  -0.604
C  3.20  3.20  -0.26  0.522
S  1.47  3.53  -0.17  -0.206
C  0.92  1.87  0.03  0.152
C  1.87  0.92  0.03  0.152
S  1.60  -0.78  0.20  -0.503
S  3.53  1.47  -0.17  -0.206
S  -0.78  1.60  0.20  -0.503
S  -3.76  -3.76  -1.62  -0.606
As  -3.09  -3.09  0.26  0.428
S  -3.17  -0.83  0.40  -0.460
S  -0.83  -3.17  0.40  -0.460
S  -4.08  -4.08  1.81  -0.597

***

Molecular formula: C3H4NO2
Method: DFT, wB97M-V/def2-TZVPD

Output
electronic energy: -321.7683 Eh
total charge: -1
HOMO-LUMO gap: 7.204 eV
maximum force: 0.1106 Eh/bohr

Last column: Mulliken charge in e.
Element x y z (Å)
C  0.93  -0.05  -1.71  -0.707
C  0.71  0.60  -0.52  -0.218
C  -0.04  -0.47  0.94  -0.506
N  -1.21  -0.10  1.42  0.693
O  -1.70  -0.77  2.41  -0.734
O  -1.70  0.99  1.03  -0.711
H  1.09  0.56  -2.53  0.266
H  0.74  -1.05  -1.80  0.346
H  0.66  1.73  -0.29  0.251
H  0.51  -1.44  1.05  0.319

***

Molecular formula: C14H60O23
Method: DFT, wB97M-V/def2-TZVPD

Output
electronic energy: -2299.7153 Eh
HOMO-LUMO gap: 8.806 eV
maximum force: 0.0900 Eh/bohr

Last column: Mulliken charge in e.
Element x y z (Å)
O  2.00  -2.54  0.40  -0.626
H  1.50  -3.09  -0.20  0.258
H  2.16  -1.69  -0.09  0.045
O  -2.38  0.74  -2.02  -0.688
H  -3.34  0.95  -2.12  0.346
H  -2.12  0.57  -1.09  0.021
O  -1.33  3.23  -1.02  -0.599
H  -1.96  3.31  -0.32  0.207
H  -1.92  2.80  -1.65  0.268
O  -2.96  -0.42  2.43  -0.659
H  -3.91  -0.36  2.24  0.166
H  -2.71  0.37  2.93  0.331
O  0.29  2.35  2.05  -0.892
H  0.70  1.65  2.51  0.483
H  -0.22  1.95  1.35  0.062
O  2.02  4.08  0.79  -0.564
H  2.79  4.21  1.25  0.265
H  1.61  3.42  1.28  0.320
O  0.79  4.65  -1.62  -0.678
H  0.00  4.10  -1.63  0.438
H  1.02  4.47  -0.72  0.336
O  1.65  0.91  -4.31  -0.817
H  1.34  1.81  -4.40  0.323
H  0.89  0.44  -3.95  0.273
O  -1.95  1.95  3.71  -0.666
H  -2.25  2.70  4.27  0.272
H  -1.78  2.41  2.89  0.241
C  -5.10  1.29  0.60  0.541
C  -5.82  0.74  -0.62  -0.576
O  -5.23  1.20  -1.84  -0.599
O  -5.52  0.65  1.77  -0.591
H  -5.24  2.39  0.70  0.315
H  -3.99  1.24  0.52  -0.461
H  -6.88  0.94  -0.65  0.459
H  -5.80  -0.31  -0.76  0.242
H  -5.60  0.71  -2.53  0.296
H  -6.46  0.63  1.77  0.306
C  0.76  0.71  -0.72  0.791
C  -0.15  -0.17  0.08  0.337
O  -1.34  0.41  0.57  1.803
O  1.98  0.06  -0.84  1.203
H  1.02  1.68  -0.34  0.189
H  0.40  0.99  -1.70  0.141
H  0.47  -0.56  0.89  -0.402
H  -0.51  -1.05  -0.55  -1.353
H  -1.77  -0.06  1.28  -0.596
H  2.64  0.65  -1.24  -0.535
C  -2.77  -4.22  -0.15  -0.493
C  -2.73  -2.88  0.48  0.599
O  -3.28  -1.89  -0.41  -0.372
O  -1.88  -5.08  0.49  -0.560
H  -2.40  -4.12  -1.24  0.094
H  -3.75  -4.73  -0.23  0.367
H  -1.76  -2.57  0.68  -0.555
H  -3.28  -2.79  1.43  0.347
H  -4.15  -2.16  -0.82  0.220
H  -1.03  -4.85  0.01  0.332
C  4.95  0.38  1.63  -0.456
C  3.93  -0.13  2.66  0.218
O  4.50  -1.16  3.41  -0.560
O  4.22  1.40  1.06  -0.365
H  5.09  -0.45  0.98  0.266
H  5.92  0.77  2.07  0.363
H  3.05  -0.53  2.14  -0.316
H  3.52  0.63  3.29  0.314
H  5.20  -0.86  3.98  0.307
H  4.24  2.13  1.68  0.202
C  -0.76  -1.40  -4.26  -0.710
C  -0.43  -2.13  -3.00  1.450
O  -0.20  -3.52  -3.31  -0.631
O  -0.87  -0.01  -3.96  -0.643
H  -1.67  -1.76  -4.70  0.546
H  -0.02  -1.53  -5.10  0.254
H  -1.21  -1.88  -2.32  -0.625
H  0.45  -1.68  -2.58  -0.289
H  -0.95  -3.97  -3.85  0.357
H  -1.61  0.13  -3.34  0.374
C  1.20  -2.00  4.07  -0.587
C  0.17  -0.94  3.67  0.889
O  0.83  0.32  3.84  -0.580
O  0.57  -3.13  4.49  -0.622
H  1.93  -1.54  4.74  0.403
H  1.81  -2.38  3.25  0.274
H  -0.69  -0.98  4.40  0.142
H  -0.17  -1.12  2.70  -0.611
H  1.08  0.35  4.75  0.322
H  0.14  -3.51  3.70  0.340
C  4.57  1.78  -2.66  -0.358
C  4.66  0.30  -2.22  0.507
O  5.81  -0.27  -2.64  -0.641
O  3.21  2.02  -2.30  -0.505
H  4.80  1.91  -3.73  0.274
H  5.17  2.50  -2.06  0.250
H  3.91  -0.41  -2.61  0.124
H  4.56  0.18  -1.12  -0.357
H  5.72  -0.98  -3.33  0.374
H  2.68  1.62  -2.96  0.355

***

Molecular formula: C7H14NO
Method: DFT, wB97M-V/def2-TZVPD

Output
electronic energy: -404.8093 Eh
total charge: +1
HOMO-LUMO gap: 10.536 eV
maximum force: 0.0732 Eh/bohr

Last column: Mulliken charge in e.
Element x y z (Å)
C  -0.17  2.91  -1.74  -0.667
C  0.30  1.67  -1.86  -0.517
C  1.48  -0.61  0.88  -0.260
C  1.68  0.78  1.44  -0.394
C  0.93  1.00  -0.65  1.170
C  -2.03  -1.22  1.44  -0.978
C  0.79  -1.28  -1.45  -0.946
N  1.11  -0.23  -0.49  0.025
O  1.16  1.69  0.45  -0.388
H  -0.29  3.72  -2.51  0.285
H  -0.20  3.26  -0.74  0.289
H  0.36  1.20  -2.81  0.273
H  2.33  -1.29  0.86  0.375
H  0.66  -1.07  1.36  -0.086
H  1.21  0.96  2.39  0.351
H  2.65  1.10  1.64  0.320
H  -1.01  -1.35  1.79  0.228
H  -2.60  -2.13  1.59  0.352
H  -2.61  -0.47  1.91  0.320
H  -0.16  -1.79  -1.18  0.269
H  0.85  -0.85  -2.41  0.377
H  1.48  -2.02  -1.32  0.401
H  -1.93  -1.13  0.41  0.199

***

Molecular formula: C26H60FN3O8P
Method: DFT, wB97M-V/def2-TZVPD

Output
electronic energy: -2233.4803 Eh
total charge: +1
HOMO-LUMO gap: 5.713 eV
maximum force: 0.1520 Eh/bohr

Last column: Mulliken charge in e.
Element x y z (Å)
C  -3.38  -0.35  1.34  -0.850
C  -3.40  0.85  0.22  0.186
O  -4.68  1.55  0.08  -0.413
C  -5.06  1.68  -1.37  -0.506
C  -5.56  0.19  -1.85  0.453
C  -6.51  0.19  -3.19  -0.445
C  -7.21  -1.30  -3.29  -0.696
C  -6.58  -2.28  -4.43  -0.918
C  -5.04  -2.79  -4.12  0.197
C  -4.03  -1.64  -4.70  -0.537
C  -2.50  -2.30  -4.63  -0.811
C  -2.23  -2.55  -3.00  0.680
C  -0.67  -2.93  -2.64  -0.267
C  0.19  -1.51  -2.83  0.119
F  1.61  -1.63  -2.40  -0.324
C  -3.35  -3.57  -2.36  -0.592
P  -2.94  -5.45  -2.66  0.759
O  -1.73  -5.80  -1.66  -0.631
O  -2.38  -5.79  -4.27  -0.536
O  -4.27  -6.50  -2.14  -0.577
N  -4.79  -3.23  -2.70  0.057
H  -3.57  0.03  2.45  0.312
H  -2.27  -0.78  1.36  0.244
H  -4.13  -1.24  1.12  0.154
H  -2.96  0.43  -0.80  -0.122
H  -2.61  1.66  0.59  0.244
H  -4.11  2.02  -2.01  0.229
H  -5.86  2.54  -1.54  0.314
H  -6.16  -0.27  -0.93  0.316
H  -4.57  -0.46  -1.96  -0.714
H  -7.28  1.08  -3.07  0.425
H  -5.94  0.39  -4.20  0.264
H  -7.16  -1.75  -2.19  0.314
H  -8.37  -1.11  -3.52  0.327
H  -6.50  -1.62  -5.42  0.314
H  -7.31  -3.18  -4.73  0.370
H  -4.88  -3.76  -4.81  0.339
H  -3.99  -0.66  -4.05  0.047
H  -4.24  -1.30  -5.80  0.403
H  -2.55  -3.34  -5.16  0.240
H  -1.69  -1.61  -5.12  0.374
H  -2.43  -1.49  -2.50  -0.679
H  -0.28  -3.76  -3.40  0.201
H  -0.60  -3.32  -1.52  0.269
H  0.10  -1.13  -3.95  0.114
H  -0.32  -0.64  -2.18  0.072
H  -3.26  -3.45  -1.18  0.478
H  -1.36  -5.80  -4.20  0.393
H  -4.44  -6.36  -1.14  0.391
H  -5.12  -2.57  -1.96  0.528
H  -5.34  -4.13  -2.56  0.518
C  5.42  4.31  -0.78  -0.675
O  5.50  2.92  -1.03  -0.355
C  5.62  2.13  0.16  -0.775
C  4.32  1.35  0.43  -0.333
N  3.24  2.25  0.86  -0.241
C  1.91  1.63  0.85  -1.165
C  1.38  1.10  -0.49  0.113
O  1.08  2.11  -1.46  -0.412
C  2.21  2.59  -2.17  -0.591
H  5.55  4.84  -1.73  0.241
H  4.44  4.58  -0.37  0.284
H  6.21  4.64  -0.10  0.326
H  5.93  2.72  1.02  0.311
H  6.42  1.40  -0.04  0.427
H  4.51  0.61  1.21  0.387
H  4.06  0.82  -0.49  0.217
H  3.22  3.05  0.25  0.088
H  1.22  2.40  1.21  0.448
H  1.89  0.82  1.59  0.326
H  0.42  0.60  -0.28  0.143
H  2.02  0.32  -0.93  0.260
H  2.95  1.81  -2.35  0.296
H  2.65  3.43  -1.65  0.195
H  1.86  2.96  -3.14  0.331
C  3.37  -0.98  5.04  -0.692
O  2.87  0.10  5.81  -0.314
C  3.47  0.21  7.11  -0.821
C  4.40  1.43  7.18  -0.166
N  5.62  1.23  6.38  -0.347
C  6.40  2.45  6.16  -0.766
C  5.72  3.62  5.43  -0.493
O  5.44  3.37  4.05  -0.412
C  4.26  2.62  3.81  0.144
H  2.72  -1.11  4.17  0.221
H  4.38  -0.77  4.67  0.271
H  3.37  -1.91  5.61  0.357
H  3.98  -0.71  7.40  0.384
H  2.65  0.37  7.81  0.389
H  4.68  1.61  8.22  0.425
H  3.84  2.30  6.83  0.147
H  5.36  0.85  5.48  0.082
H  7.28  2.14  5.57  0.374
H  6.78  2.80  7.13  0.417
H  6.43  4.45  5.43  0.351
H  4.83  3.98  5.95  0.353
H  3.47  2.84  4.54  0.305
H  4.49  1.55  3.80  -0.056
H  3.88  2.88  2.81  -0.023

***

What is the HOMO-LUMO gap in the seventh record? 10.536 eV